(1)
{
  "formula": "C42H57BrNO2P3RuSi",
  "method": "ωB97M-V with the def2-TZVPD basis set",
  "multiplicity": 2,
  "charge": 1,
  "relative_energy_kj_mol": 0.00,
  "homo_lumo_gap_ev": [7.663, 7.357],
  "lumo_ev": [-3.5, -3.8],
  "homo_ha": [-0.4085, -0.4113],
  "symbols": ["Ru", "Br", "P", "P", "P", "Si", "O", "O", "N", "C", "C", "C", "C", "C", "C", "C", "C", "C", "C", "C", "C", "C", "C", "C", "C", "C", "C", "C", "C", "C", "C", "C", "C", "C", "C", "C", "C", "C", "C", "C", "C", "C", "C", "C", "C", "C", "C", "C", "C", "C", "C", "H", "H", "H", "H", "H", "H", "H", "H", "H", "H", "H", "H", "H", "H", "H", "H", "H", "H", "H", "H", "H", "H", "H", "H", "H", "H", "H", "H", "H", "H", "H", "H", "H", "H", "H", "H", "H", "H", "H", "H", "H", "H", "H", "H", "H", "H", "H", "H", "H", "H", "H", "H", "H", "H", "H", "H", "H"],
  "coordinates": [[0.01644, 0.01487, -0.29426], [-2.61042, -0.49837, -7.28890], [-1.23249, 1.79309, 0.31122], [-1.56505, -1.79570, -0.01869], [2.40776, 0.38849, 0.20777], [0.07857, -0.24806, 2.04220], [1.96615, -0.09496, -2.75357], [-0.23598, 0.05765, -2.44987], [1.46039, -0.11750, -6.87557], [3.21256, 0.60420, 4.71077], [4.04632, 0.83553, 2.47177], [2.48495, -2.36062, 0.16785], [-0.83427, -4.20451, 1.30224], [0.29052, -4.20344, 3.42781], [0.81144, -0.04359, -3.18543], [-0.28280, -4.89773, 2.36917], [1.73049, 0.20288, 2.83930], [-2.84518, 2.04322, -0.59541], [0.34031, -2.81609, 3.40399], [-0.15887, -3.13364, -2.07658], [0.20016, 3.43540, -1.44036], [2.78373, 0.50183, 1.97592], [-1.60057, 0.77055, 4.22075], [-0.45685, 4.55024, 0.73097], [-1.73526, 1.82524, 2.06781], [-0.73790, -0.23644, -5.15964], [4.25875, 0.88709, 3.83625], [-3.36567, -1.78060, 0.45855], [3.41731, 3.06175, 0.29475], [-3.26382, 3.50272, -0.80183], [1.96640, 0.26485, 4.21612], [-1.18694, 0.83989, 2.89128], [-0.79729, -2.81309, 1.28885], [-2.59322, -3.68174, -1.99239], [-3.69683, -0.77742, 1.55739], [4.43447, 1.57451, -1.44574], [-2.53725, 1.66160, 4.71712], [-3.88692, -3.14622, 0.92071], [-1.54168, -2.61363, -1.68702], [-2.67514, 2.72802, 2.56549], [-0.89471, -0.31296, -6.52943], [-0.18777, -2.09930, 2.33193], [0.22495, -0.24709, -7.34842], [4.72424, -1.31064, 0.11443], [3.27389, -1.15643, -0.33908], [1.61296, -0.05716, -5.55691], [-2.93799, 1.29282, -1.92181], [-0.10992, 3.22817, 0.04674], [3.17169, 1.86544, -0.63336], [0.55242, -0.11127, -4.66067], [-3.07133, 2.64433, 3.88869], [-0.19577, -3.49335, -3.10591], [4.39928, 2.99541, 0.76144], [2.88718, -3.27929, -0.26275], [2.54490, -2.44073, 1.25542], [3.22389, -1.12199, -1.42785], [-0.74844, 4.41757, 1.77237], [-2.50059, -3.94917, -3.04648], [-3.73622, -3.95353, 0.21152], [-3.95634, 1.38055, -2.30362], [-1.21187, 0.00052, 4.87679], [2.40544, 2.12346, -1.36065], [3.37505, 0.65721, 5.77922], [5.29615, 1.39778, -0.80248], [-3.61321, -3.33807, -1.83588], [0.61411, -2.36755, -2.03463], [-3.88034, -1.49362, -0.46565], [-2.61803, 4.01683, -1.50756], [-3.80622, 3.33909, 4.27260], [-3.22068, -1.05953, 2.49894], [4.66314, 2.45260, -2.05251], [-4.77486, -0.76930, 1.72270], [-3.29458, 4.08124, 0.11884], [5.10936, -2.24478, -0.29930], [-3.11390, 3.48739, 1.93242], [0.83797, -2.29514, 4.21337], [-2.25257, 1.70023, -2.66382], [1.10897, 4.02896, -1.54549], [2.69652, 3.16602, 1.10524], [5.23443, 1.15146, 4.22141], [-1.28868, -4.75455, 0.48890], [-0.30412, -5.97920, 2.37376], [-1.75327, -1.74661, -2.32356], [-1.24805, 5.08341, 0.20745], [-2.69887, 0.23452, -1.82022], [1.42724, -2.31676, -0.09091], [3.40320, 3.97999, -0.29440], [0.11406, -0.30021, -8.42473], [-3.57296, 1.60572, 0.09207], [-1.58783, -0.26589, -4.49221], [1.16675, 0.06482, 4.91943], [0.71800, -4.74585, 4.26060], [0.42818, 5.18943, 0.71744], [-2.85941, 1.59087, 5.74747], [5.37710, -0.51239, -0.22643], [-3.42466, -3.43050, 1.86514], [-0.59660, 3.98930, -1.93118], [-4.96014, -3.05686, 1.09588], [0.14699, -3.96754, -1.44190], [4.86280, 1.05469, 1.79645], [0.78647, 2.84070, 0.54024], [-2.44118, -4.59609, -1.41923], [-4.26990, 3.50963, -1.22446], [-3.38253, 0.23422, 1.32461], [4.79491, -1.38226, 1.19976], [0.33426, 2.49976, -1.98559], [2.62392, 0.03746, -5.18133], [4.30685, 0.73375, -2.12364]],
  "forces_ev_per_a": [[-0.22, -0.10, -0.53], [-0.03, 0.00, -0.02], [-0.01, 0.10, 0.22], [0.14, -0.13, 0.25], [0.02, -0.01, -0.06], [0.21, -0.25, 0.26], [-0.16, 0.14, -0.04], [0.03, 0.06, 0.34], [-0.10, -0.01, 0.04], [0.09, 0.03, -0.03], [0.00, -0.02, -0.02], [-0.06, -0.01, 0.03], [-0.03, -0.01, 0.05], [-0.04, 0.02, -0.06], [0.09, 0.00, -0.17], [0.00, 0.02, 0.02], [0.04, 0.02, -0.01], [-0.02, -0.01, -0.02], [0.02, -0.10, -0.01], [0.05, 0.03, 0.07], [0.00, -0.02, 0.02], [-0.06, 0.04, 0.00], [0.00, 0.00, 0.04], [-0.01, -0.02, 0.05], [0.09, 0.09, -0.05], [0.06, 0.03, -0.05], [-0.04, -0.02, 0.04], [-0.03, 0.09, -0.04], [-0.04, 0.02, 0.01], [-0.01, 0.00, 0.05], [-0.05, -0.02, 0.02], [-0.07, 0.15, -0.16], [-0.02, 0.01, -0.12], [-0.02, 0.02, -0.02], [0.06, 0.06, 0.00], [0.03, 0.01, -0.04], [-0.02, 0.05, -0.05], [0.03, -0.04, -0.03], [-0.07, -0.05, -0.04], [-0.01, 0.00, 0.02], [0.06, 0.02, 0.09], [-0.05, 0.05, -0.05], [0.01, 0.00, -0.09], [0.02, 0.03, 0.03], [0.08, -0.08, -0.01], [0.04, -0.03, -0.01], [0.06, -0.04, 0.00], [0.01, 0.08, -0.05], [0.06, -0.04, -0.05], [-0.02, 0.00, 0.05], [-0.01, -0.04, 0.05], [0.00, 0.00, -0.01], [0.01, -0.01, -0.01], [0.02, 0.00, 0.00], [-0.01, -0.01, 0.04], [0.01, -0.01, 0.13], [0.02, 0.00, -0.01], [0.00, 0.01, -0.01], [0.03, 0.00, 0.02], [0.00, 0.00, -0.03], [0.02, -0.03, -0.01], [-0.08, 0.05, -0.01], [0.00, 0.00, 0.01], [-0.01, 0.03, -0.01], [-0.01, 0.02, 0.00], [0.01, 0.00, 0.02], [0.00, 0.05, 0.02], [0.06, 0.03, -0.05], [0.00, 0.00, 0.02], [0.01, -0.01, -0.02], [-0.01, 0.02, 0.00], [-0.03, -0.02, 0.00], [0.02, 0.01, -0.08], [0.00, 0.00, 0.00], [0.03, -0.03, 0.07], [-0.01, 0.01, 0.00], [0.02, 0.02, -0.02], [0.03, 0.02, 0.00], [-0.05, -0.01, -0.02], [0.00, 0.00, 0.01], [-0.02, 0.00, -0.01], [0.01, -0.01, 0.01], [0.01, -0.05, -0.01], [-0.03, -0.01, 0.00], [-0.02, 0.01, 0.01], [-0.03, 0.00, -0.02], [0.00, 0.01, -0.01], [0.00, 0.00, -0.01], [0.03, -0.01, -0.05], [0.00, -0.01, 0.02], [-0.03, -0.01, -0.01], [0.00, -0.01, 0.01], [0.00, 0.00, -0.02], [-0.01, 0.01, 0.01], [-0.01, -0.03, 0.02], [0.02, 0.01, 0.03], [-0.06, 0.02, -0.02], [-0.01, 0.00, -0.02], [0.01, 0.00, 0.00], [0.01, 0.00, -0.01], [0.02, 0.02, -0.04], [0.02, -0.01, 0.01], [-0.01, 0.00, 0.01], [-0.07, -0.14, 0.05], [0.00, -0.01, 0.02], [0.01, -0.03, 0.02], [0.00, 0.01, 0.01], [-0.01, -0.01, 0.00]]
}

=====

(2)
{
  "formula": "C15H15N2OP",
  "method": "ωB97M-V with the def2-TZVPD basis set",
  "homo_lumo_gap_ev": 9.679,
  "lumo_ev": 0.6,
  "homo_ha": -0.3319,
  "smiles": "C#C[C@](C#N)([C@@H](C#N)Cc1cccc(C)c1)P(C)O",
  "symbols": ["P", "O", "N", "N", "C", "C", "C", "C", "C", "C", "C", "C", "C", "C", "C", "C", "C", "C", "C", "H", "H", "H", "H", "H", "H", "H", "H", "H", "H", "H", "H", "H", "H", "H"],
  "coordinates": [[3.47940, -0.14999, -0.49795], [3.54610, 0.13083, -2.14359], [0.49650, 1.99527, -0.95761], [2.55187, -3.61898, -0.62003], [-1.82129, 0.05989, 0.53939], [-1.52089, -1.16002, -0.05033], [-0.29118, -1.92628, 0.45081], [-3.68440, 0.37228, -0.90705], [-2.89366, 0.85667, 0.13076], [1.89973, -2.67719, -0.48771], [1.67122, 0.04667, 2.71369], [1.65871, 0.04303, 1.51020], [1.01056, 1.00404, -0.65090], [-2.32836, -1.65416, -1.08129], [-3.08814, 2.19608, 0.83346], [4.10923, 1.38701, 0.36926], [0.95048, -1.51384, -0.39252], [1.63508, -0.18168, 0.04610], [-3.39459, -0.85954, -1.47873], [-4.13798, 2.35161, 1.12343], [-4.52371, 0.98586, -1.24588], [-2.72839, 3.01407, 0.18830], [-4.02851, -1.21023, -2.29698], [4.68542, 1.12793, 1.26463], [-0.14809, -1.85794, 1.53559], [1.46746, 0.25254, 3.74867], [4.69046, 1.96070, -0.36974], [-2.43193, 2.20647, 1.71842], [-2.10608, -2.62590, -1.52638], [3.28552, 2.04756, 0.69832], [-0.50000, -2.98930, 0.23229], [0.58444, -1.34763, -1.42064], [3.56949, 1.09594, -2.25176], [-1.16726, 0.43378, 1.33578]],
  "forces_ev_per_a": [[1.47, -1.51, 0.58], [-0.41, 1.08, 1.48], [0.71, -0.85, -0.20], [-0.44, 0.53, 0.15], [0.06, 0.27, 0.10], [0.37, -0.18, 0.65], [-0.83, -0.51, -0.99], [0.02, 0.43, 0.35], [0.42, 0.01, 0.37], [-0.06, 0.28, 0.05], [-0.47, 0.62, -0.19], [-0.11, -0.65, -0.39], [-0.64, 0.06, 1.25], [0.35, 0.51, 0.61], [0.30, -0.38, -0.29], [-1.16, 0.55, -0.68], [0.14, -0.67, -0.05], [0.02, 1.49, -0.74], [-0.54, -0.38, -0.90], [0.40, 0.10, -0.10], [0.20, -0.37, -0.05], [-0.36, -0.20, 0.14], [0.13, 0.07, 0.25], [0.03, -0.12, -0.51], [0.15, 0.26, -0.36], [0.38, -0.30, -0.25], [0.16, -0.24, 0.42], [-0.47, 0.09, -0.17], [-0.20, 0.31, 0.01], [0.29, -0.22, -0.19], [0.33, 0.34, 0.13], [0.23, -0.11, 0.31], [-0.22, -0.14, -0.60], [-0.25, -0.18, -0.21]]
}

=====

(3)
{
  "formula": "C25H16Co2NO6",
  "method": "ωB97M-V with the def2-TZVPD basis set",
  "charge": -1,
  "relative_energy_kj_mol": 132.31,
  "homo_lumo_gap_ev": 2.963,
  "lumo_ev": 1.3,
  "homo_ha": -0.0601,
  "symbols": ["Co", "Co", "O", "O", "O", "O", "O", "O", "N", "C", "C", "C", "C", "C", "C", "C", "C", "C", "C", "C", "C", "C", "C", "C", "C", "C", "C", "C", "C", "C", "C", "C", "C", "C", "H", "H", "H", "H", "H", "H", "H", "H", "H", "H", "H", "H", "H", "H", "H", "H"],
  "coordinates": [[1.48913, 0.95312, -0.68853], [-1.05841, -0.07796, -1.53312], [4.23048, -0.00025, -0.59158], [-2.20150, 0.54781, -4.12282], [1.46726, 3.75316, 0.07608], [2.08377, -2.02124, 1.94259], [-2.03075, 1.77691, 0.51879], [-3.00318, -2.21972, -1.18908], [0.23338, -0.61635, 1.81353], [1.14430, -1.58630, 1.31422], [0.17551, 1.29971, 3.26831], [1.16876, 1.38045, -3.99702], [0.52234, -0.80287, -0.95512], [-1.09372, 0.97997, 3.73234], [-1.64940, -2.14217, 1.74906], [-2.18879, -1.40615, -1.31549], [1.43530, 2.64591, -0.26447], [0.85313, -1.93454, -0.12263], [-1.73278, -0.16538, 3.20258], [-1.74237, 0.31753, -3.08882], [1.35690, 0.10963, -3.39489], [-3.61988, -1.71018, 3.07849], [3.31656, -0.22722, -4.79758], [-1.73733, 1.81482, 4.79079], [2.11457, 1.88000, -4.89811], [3.12970, 0.36173, -0.55068], [-2.94313, -2.48575, 2.13035], [-3.02137, -0.58368, 3.61683], [-1.56554, 1.07012, -0.27994], [3.19185, 1.07797, -5.29391], [0.61771, -0.19178, -2.19341], [-1.07249, -0.97238, 2.22427], [2.39583, -0.72329, -3.87440], [0.83558, 0.48489, 2.37293], [-4.63076, -1.97409, 3.38924], [3.91340, 1.46957, -6.01386], [1.76657, -2.44782, -0.50085], [0.05495, -2.70287, -0.17713], [-2.43731, 2.54247, 4.36456], [1.98727, 2.89521, -5.29016], [-3.40717, -3.37821, 1.72516], [-1.08312, -2.80599, 1.10359], [0.32616, 2.00665, -3.67451], [-2.29296, 1.20568, 5.50776], [1.88222, 0.64379, 2.09937], [2.49408, -1.72789, -3.46435], [4.14208, -0.86103, -5.12346], [0.69808, 2.18883, 3.60984], [-0.99477, 2.38238, 5.35891], [-3.52012, -0.02324, 4.40634]],
  "forces_ev_per_a": [[-1.16, -1.01, -0.22], [-3.34, 1.17, 0.07], [-1.17, 0.36, 0.02], [0.46, -0.35, 0.67], [-0.17, -1.24, -0.29], [-0.62, 0.55, -0.20], [0.81, -1.20, -1.28], [0.84, 0.86, -0.35], [0.09, 0.10, 1.03], [-0.01, -0.53, -0.65], [0.59, -0.65, -0.46], [0.45, 0.03, 0.13], [1.95, 1.09, -2.69], [0.10, 0.40, 0.22], [-0.18, 0.05, 0.17], [-0.89, -1.37, 0.67], [0.64, 1.96, 0.41], [1.43, -2.44, -0.58], [-0.29, -0.34, -0.25], [-0.79, 1.05, -1.08], [0.66, 0.25, -0.23], [0.05, -0.15, -0.38], [-0.30, 0.08, -0.07], [-0.10, 0.16, 0.02], [-0.41, -0.39, 0.04], [1.07, -0.04, 0.12], [-0.36, -0.02, 0.55], [0.25, 0.01, 0.02], [-1.04, 1.91, 1.75], [-0.12, -0.02, 0.02], [1.37, -2.01, 1.69], [0.12, -0.31, 0.00], [0.01, 0.57, 0.12], [0.49, 1.39, 0.67], [0.24, -0.04, -0.07], [-0.13, -0.16, 0.26], [-0.35, 0.20, 0.30], [0.45, 0.37, -0.06], [-0.14, -0.01, 0.04], [0.12, -0.44, 0.09], [0.05, 0.09, 0.00], [-0.42, 0.20, 0.23], [0.47, -0.33, -0.05], [0.02, 0.04, 0.02], [-0.57, 0.00, -0.04], [0.07, 0.26, -0.03], [-0.20, 0.18, 0.04], [-0.07, -0.14, 0.07], [0.01, -0.05, -0.12], [0.01, -0.09, -0.35]]
}